{
  "formula": "C41H38As2F12N4O14Pb",
  "method": "ωB97M-V/def2-TZVPD",
  "charge": -2,
  "e_lumo_ev": 3.4,
  "e_tot_ev": -237293.850,
  "elements": ["Pb", "As", "As", "F", "F", "F", "F", "F", "F", "F", "F", "F", "F", "F", "F", "O", "O", "O", "O", "O", "O", "O", "O", "O", "O", "O", "O", "O", "O", "N", "N", "N", "N", "C", "C", "C", "C", "C", "C", "C", "C", "C", "C", "C", "C", "C", "C", "C", "C", "C", "C", "C", "C", "C", "C", "C", "C", "C", "C", "C", "C", "C", "C", "C", "C", "C", "C", "C", "C", "C", "C", "C", "C", "C", "H", "H", "H", "H", "H", "H", "H", "H", "H", "H", "H", "H", "H", "H", "H", "H", "H", "H", "H", "H", "H", "H", "H", "H", "H", "H", "H", "H", "H", "H", "H", "H", "H", "H", "H", "H", "H", "H"],
  "xyz": [[1.3734, -1.3051, -0.4259], [-1.5501, 2.3611, -0.9945], [1.4408, 4.9848, -1.9311], [1.9962, -5.5245, -0.8541], [4.0544, -5.6562, -0.2305], [0.5270, -0.4366, -4.4652], [0.1456, -2.4781, -5.0282], [4.9848, -3.5969, 1.2813], [4.1110, -5.0138, 2.6324], [2.4940, -6.4741, 1.0129], [-2.1960, -1.2154, -4.9107], [1.4709, -2.0551, -3.3894], [3.6261, -2.9075, 2.7897], [-2.1192, 0.3041, -3.3962], [-3.2517, -1.4819, -3.0418], [-3.4757, 4.7778, 0.0398], [-1.0752, -0.8597, 2.7567], [0.1122, 7.5191, -2.0720], [2.8404, -3.0775, -0.0415], [-3.4917, 5.2277, -2.1601], [4.0535, 1.9947, 4.4924], [-1.8369, 7.2995, -1.0022], [1.0111, -1.0049, 1.9030], [4.3642, 1.3919, 6.5348], [3.1142, 3.1219, 0.0517], [1.5656, 1.5671, 0.4596], [-0.4506, -0.8377, -1.9103], [-1.2143, 3.0615, -3.8326], [0.9925, 2.7444, -4.0957], [-2.6267, 0.0093, 0.2801], [-3.9617, 0.0756, -0.2246], [0.0567, -3.1788, -0.3372], [3.7371, 1.3678, 5.4868], [0.0126, -4.8860, 5.1274], [2.0006, 0.0487, 6.6121], [0.1569, -0.8145, 2.8084], [0.0873, -3.7243, 0.9509], [-1.8337, -5.8121, -2.0866], [-1.0125, 2.5992, 0.8761], [0.7890, 2.8637, -5.5014], [2.6480, -4.0271, 0.8886], [-1.8077, -3.9000, -3.4675], [0.2341, -0.9588, 5.3283], [-4.8889, 5.4811, -2.0430], [2.7976, -5.4302, 0.2058], [-0.8518, 6.7824, -1.4681], [-0.1220, 2.8573, -3.3621], [-1.4803, 4.4540, -1.2310], [1.2845, -4.0477, 1.6274], [-2.8942, 4.8746, -1.0128], [3.8411, -3.8956, 1.9054], [-2.1919, -5.2165, -3.2931], [-0.5005, 5.3358, -1.4661], [-2.1026, -1.0216, -3.5637], [-2.9262, -5.9740, -4.3699], [2.5249, 0.5406, 5.4262], [-1.1133, -3.1451, -2.5204], [-0.7211, -3.7610, -1.2985], [-0.8241, -1.6707, -2.8846], [1.9561, 0.2719, 4.1968], [-1.1175, -3.8641, 1.6532], [0.3150, -1.6692, -3.9629], [-1.1613, -4.2469, 2.9756], [3.9303, 2.4745, 1.0360], [1.9103, 2.5384, -0.1616], [0.8443, -0.7102, 6.5535], [1.2410, 3.1424, -1.3407], [-0.1367, 8.9192, -2.1091], [0.1680, 2.5846, -1.9189], [-1.1272, -5.1151, -1.1370], [1.2086, -4.4328, 2.9654], [0.7934, -0.4841, 4.1508], [2.1257, 5.8133, -0.2822], [0.0142, -4.5177, 3.6650], [3.6039, 2.7475, 2.0411], [1.7639, 2.7058, -5.9531], [0.0834, 2.1088, -5.8446], [1.9203, 6.8809, -0.3489], [-5.2327, 5.7013, -3.0497], [-1.0069, -4.9757, 5.5063], [3.1977, 5.6509, -0.2168], [-3.4916, -5.2938, -5.0095], [2.1088, -4.6931, 3.5039], [2.3988, 0.6293, 3.2779], [0.5245, -5.8360, 5.2994], [0.4163, -1.1086, 7.4648], [0.4049, 3.8547, -5.7492], [-1.9388, 2.8087, 1.4103], [-0.5943, 1.6626, 1.2387], [-5.0679, 6.3285, -1.3810], [-3.6249, -6.6943, -3.9379], [2.4967, 0.2687, 7.5456], [-2.0296, -3.6104, 1.1278], [3.8787, 1.3935, 0.9277], [-1.0460, 9.1330, -2.6700], [-5.4028, 4.6062, -1.6467], [-2.0956, -6.8503, -1.9001], [-0.8273, -5.6239, -0.2318], [-2.2380, -6.5326, -5.0128], [-4.5017, 0.6629, 0.3971], [0.5277, -4.1272, 5.7231], [-2.5528, -0.4908, 1.1600], [-2.0741, -3.4332, -4.4083], [4.9425, 2.8297, 0.8612], [0.7265, 9.3615, -2.5988], [-0.3067, 3.4141, 1.0196], [-4.3939, -0.8447, -0.2586], [-0.2519, 9.3178, -1.1013], [-2.0521, -0.4858, -0.3900], [-2.1160, -4.2984, 3.4901], [1.6429, 5.4016, 0.6017], [-0.6832, -1.5300, 5.2635]],
  "forces_ev_per_angstrom": [[0.237, -0.224, -0.256], [0.011, 0.257, 0.229], [-0.164, 0.048, 0.008], [-0.105, -0.008, -0.105], [0.101, 0.003, -0.058], [0.023, 0.209, -0.031], [-0.041, -0.069, -0.038], [0.117, 0.004, -0.076], [-0.014, -0.102, 0.090], [-0.018, -0.083, 0.089], [-0.008, -0.089, -0.025], [0.076, -0.024, 0.081], [-0.016, 0.093, 0.050], [0.070, -0.076, -0.114], [-0.025, -0.031, 0.101], [0.022, -0.007, -0.013], [0.056, 0.018, -0.011], [0.045, 0.047, -0.054], [-0.120, 0.278, 0.117], [-0.008, -0.046, -0.069], [0.028, -0.051, 0.105], [-0.002, 0.030, 0.026], [0.024, 0.066, -0.239], [-0.060, 0.040, -0.123], [-0.062, 0.002, -0.095], [-0.087, 0.137, -0.117], [-0.032, 0.084, 0.572], [0.125, 0.071, -0.035], [0.126, -0.074, -0.196], [-0.040, 0.011, 0.195], [-0.066, -0.132, -0.117], [-0.053, 0.145, 0.042], [0.039, 0.019, 0.034], [0.024, 0.027, -0.060], [0.054, 0.013, 0.077], [-0.224, 0.003, 0.173], [0.091, -0.118, 0.056], [-0.011, 0.026, -0.038], [-0.099, -0.159, 0.104], [-0.003, 0.000, -0.029], [0.104, -0.326, 0.045], [-0.036, -0.041, -0.037], [0.023, 0.051, 0.055], [-0.010, 0.029, 0.026], [-0.009, 0.122, 0.036], [-0.027, -0.123, -0.017], [-0.250, -0.044, 0.075], [0.018, 0.023, 0.022], [-0.015, -0.006, -0.073], [0.057, 0.044, 0.061], [-0.072, 0.088, -0.058], [-0.010, -0.023, -0.009], [-0.126, -0.047, 0.038], [-0.043, 0.126, -0.023], [0.086, 0.025, 0.043], [-0.061, -0.039, 0.041], [-0.073, 0.043, -0.004], [0.014, -0.020, -0.006], [-0.136, -0.126, -0.502], [0.030, 0.032, -0.078], [0.016, 0.078, 0.028], [-0.024, -0.021, 0.002], [-0.002, -0.005, 0.023], [-0.031, 0.063, 0.105], [0.181, 0.035, 0.210], [-0.008, 0.009, -0.058], [0.376, 0.035, 0.098], [-0.020, 0.031, 0.014], [-0.020, -0.158, -0.154], [0.036, -0.005, 0.010], [-0.061, -0.022, 0.006], [-0.036, -0.082, 0.045], [0.077, -0.007, 0.012], [-0.002, -0.054, 0.010], [0.011, -0.048, -0.057], [0.008, 0.002, -0.007], [-0.012, -0.008, 0.005], [-0.017, -0.015, -0.020], [-0.007, 0.000, -0.006], [-0.005, -0.008, 0.008], [0.015, 0.010, 0.007], [-0.018, -0.009, -0.008], [0.021, 0.031, -0.015], [0.005, -0.029, -0.017], [-0.008, -0.014, 0.020], [0.002, 0.015, 0.011], [0.004, -0.019, 0.008], [-0.015, 0.033, -0.029], [-0.130, 0.060, -0.005], [0.004, 0.007, -0.004], [-0.022, 0.002, -0.015], [-0.008, -0.015, 0.005], [-0.020, 0.024, 0.002], [0.013, -0.016, -0.014], [0.005, -0.002, -0.010], [-0.003, -0.001, -0.007], [0.005, -0.001, 0.037], [-0.004, -0.017, -0.004], [-0.015, -0.014, -0.016], [0.023, -0.012, 0.007], [-0.010, 0.000, 0.022], [0.099, -0.031, 0.110], [-0.018, 0.032, 0.045], [-0.005, 0.018, 0.016], [0.005, 0.008, -0.009], [-0.010, 0.033, -0.010], [-0.024, 0.066, 0.084], [0.012, -0.003, 0.002], [0.169, -0.078, -0.357], [-0.005, 0.005, -0.001], [0.000, -0.016, 0.009], [-0.004, -0.016, -0.021]],
  "nbo_charge": [1.546, 1.121, 0.923, -0.316, -0.340, -0.341, -0.339, -0.322, -0.355, -0.347, -0.357, -0.327, -0.330, -0.315, -0.332, -0.609, -0.712, -0.521, -0.911, -0.504, -0.392, -0.608, -0.821, -0.409, -0.529, -0.586, -0.919, -0.587, -0.500, -0.701, -0.673, -0.857, 0.538, -0.620, -0.202, 0.765, 0.283, -0.187, -0.974, -0.256, 0.115, -0.119, -0.170, -0.256, 0.951, 0.761, 0.732, -0.226, -0.098, 0.756, 0.962, -0.137, -0.466, 0.954, -0.610, 0.000, -0.182, 0.304, 0.123, -0.174, -0.242, 0.951, -0.206, -0.264, 0.734, -0.233, -0.345, -0.256, -0.357, -0.301, -0.198, -0.024, -0.941, -0.067, 0.199, 0.188, 0.206, 0.220, 0.185, 0.198, 0.233, 0.203, 0.208, 0.262, 0.203, 0.205, 0.182, 0.240, 0.277, 0.187, 0.195, 0.230, 0.212, 0.214, 0.190, 0.195, 0.185, 0.214, 0.195, 0.331, 0.207, 0.375, 0.195, 0.184, 0.186, 0.197, 0.325, 0.189, 0.387, 0.190, 0.224, 0.235]
}